No. 1
{
  "formula": "C12H21F3N8O14",
  "method": "wB97M-V/def2-TZVPD",
  "spin_multiplicity": 1,
  "fmax_ev_per_a": 4.63,
  "lumo_energy_ev": -1.9,
  "homo_lumo_gap_ev": 6.840,
  "e_homo_ev": -8.744,
  "molar_mass_g_mol": 558.34,
  "species": ["O", "C", "O", "C", "C", "N", "N", "C", "C", "F", "F", "F", "C", "H", "H", "H", "C", "N", "O", "O", "H", "H", "H", "C", "N", "O", "O", "H", "H", "H", "C", "N", "O", "O", "H", "H", "H", "C", "N", "O", "O", "H", "H", "H", "C", "N", "O", "O", "H", "H", "H", "C", "N", "O", "O", "H", "H", "H"],
  "positions_angstrom": [[0.12, -5.74, 2.35], [-0.30, -4.70, 1.89], [-1.54, -4.41, 2.08], [0.53, -3.65, 1.17], [0.66, -3.59, -0.25], [1.39, -2.67, -0.84], [2.07, -1.67, -0.33], [1.93, -1.69, 0.99], [2.65, -0.51, 1.71], [3.89, -0.36, 1.19], [2.82, -0.73, 3.02], [1.95, 0.63, 1.53], [1.24, -2.60, 1.82], [0.13, -4.33, -0.86], [1.45, -2.72, -1.86], [1.26, -2.47, 2.91], [0.47, 2.52, -1.16], [0.66, 1.56, -2.28], [1.81, 1.24, -2.53], [-0.33, 1.16, -2.85], [1.44, 2.77, -0.75], [-0.02, 3.40, -1.56], [-0.15, 2.02, -0.42], [-3.50, -1.88, 1.82], [-2.81, -0.73, 1.19], [-3.08, 0.38, 1.59], [-2.01, -0.98, 0.30], [-4.17, -1.51, 2.59], [-4.05, -2.41, 1.05], [-2.73, -2.53, 2.25], [-2.35, -7.17, -0.07], [-1.26, -7.36, -1.06], [-0.91, -6.39, -1.71], [-0.79, -8.47, -1.15], [-2.66, -6.13, -0.10], [-3.16, -7.84, -0.35], [-1.96, -7.42, 0.91], [-0.16, 6.57, 1.13], [0.01, 5.62, 0.00], [1.15, 5.28, -0.28], [-0.99, 5.24, -0.57], [0.81, 6.81, 1.53], [-0.65, 7.46, 0.73], [-0.79, 6.08, 1.87], [4.25, 7.42, 3.23], [2.77, 7.44, 3.35], [2.28, 6.93, 4.34], [2.15, 7.96, 2.44], [4.67, 6.93, 4.10], [4.50, 6.88, 2.32], [4.59, 8.45, 3.17], [-1.59, -0.60, -5.79], [-2.30, -1.87, -5.50], [-3.52, -1.84, -5.48], [-1.62, -2.85, -5.29], [-2.32, 0.18, -5.95], [-0.96, -0.38, -4.93], [-0.99, -0.76, -6.68]],
  "nbo_charge": [-0.6418, 0.6892, -0.7411, -0.0121, 0.0838, -0.2217, -0.1378, 0.0883, 0.9631, -0.3071, -0.3065, -0.3081, -0.1416, 0.2832, 0.4401, 0.2735, -0.4962, 0.5394, -0.3842, -0.3991, 0.2340, 0.2579, 0.2392, -0.4995, 0.5409, -0.3759, -0.4121, 0.2216, 0.2338, 0.2840, -0.4883, 0.5435, -0.4233, -0.3562, 0.2381, 0.2295, 0.2605, -0.4922, 0.5382, -0.3912, -0.3803, 0.2514, 0.2361, 0.2361, -0.4849, 0.5391, -0.3552, -0.3992, 0.2339, 0.2405, 0.2388, -0.4903, 0.5352, -0.3684, -0.3901, 0.2303, 0.2507, 0.2307]
}

---

No. 2
{
  "formula": "C4H7NO2S",
  "method": "wB97M-V/def2-TZVPD",
  "spin_multiplicity": 1,
  "fmax_ev_per_a": 0.99,
  "lumo_energy_ev": 0.7,
  "homo_lumo_gap_ev": 9.958,
  "e_homo_ev": -9.238,
  "molar_mass_g_mol": 133.17,
  "e_above_lowest_kcal_mol": 88.29,
  "smiles": "CO[C@H]1C=NOCS1",
  "species": ["C", "C", "C", "C", "H", "H", "H", "H", "H", "H", "H", "N", "O", "O", "S"],
  "positions_angstrom": [[2.14, 0.04, -0.81], [0.36, -0.23, 0.76], [-2.10, -0.80, 0.11], [-0.26, 1.11, 0.40], [1.85, -0.81, -1.49], [3.22, 0.16, -0.79], [1.70, 0.94, -1.24], [0.26, -0.39, 1.83], [-2.30, -0.68, 1.21], [-2.89, -1.44, -0.32], [0.38, 1.99, 0.65], [-1.36, 1.43, -0.18], [1.73, -0.19, 0.53], [-2.25, 0.44, -0.53], [-0.48, -1.58, -0.14]],
  "nbo_charge": [-0.2703, -0.0725, -0.2445, -0.0388, 0.1865, 0.2020, 0.1787, 0.2165, 0.1902, 0.2308, 0.2147, -0.0779, -0.5170, -0.3601, 0.1617]
}

---

No. 3
{
  "formula": "C19H43CrOP3Se",
  "method": "wB97M-V/def2-TZVPD",
  "spin_multiplicity": 4,
  "fmax_ev_per_a": 2.65,
  "lumo_energy_ev": [-12.2, -11.9],
  "homo_lumo_gap_ev": [5.405, 6.126],
  "charge": 3,
  "e_homo_ev": [-17.597, -18.071],
  "molar_mass_g_mol": 511.43,
  "e_above_lowest_kcal_mol": 49.62,
  "species": ["Cr", "P", "P", "P", "H", "C", "C", "H", "C", "C", "C", "C", "C", "C", "C", "C", "C", "H", "H", "H", "H", "H", "H", "H", "H", "H", "H", "H", "H", "H", "H", "H", "H", "H", "H", "H", "H", "H", "H", "H", "H", "H", "H", "H", "H", "H", "C", "C", "C", "C", "C", "C", "Se", "H", "H", "H", "H", "H", "H", "C", "C", "O", "H", "H", "H", "H", "H", "H"],
  "positions_angstrom": [[0.17, -0.37, -2.13], [-1.01, 0.29, -0.20], [1.40, -2.10, -0.94], [-1.89, -1.63, -2.88], [0.42, 4.08, -0.05], [-0.70, 4.04, 0.13], [-1.28, 4.06, 1.36], [-0.70, 3.97, 2.32], [0.16, 0.85, 1.10], [-1.85, -1.10, 0.76], [-2.47, 1.36, -0.45], [3.19, -1.98, -1.28], [1.46, -2.23, 0.90], [0.97, -3.82, -1.43], [-2.56, -0.33, -3.95], [-3.36, -2.13, -1.89], [-1.70, -3.12, -3.93], [-1.30, 4.18, -0.83], [-2.41, 4.02, 1.45], [-0.10, 1.87, 1.42], [1.17, 0.86, 0.68], [0.15, 0.20, 1.99], [-1.40, -2.09, 0.55], [-2.93, -1.16, 0.50], [-1.79, -0.90, 1.84], [-2.55, 2.05, 0.43], [-3.39, 0.72, -0.54], [-2.29, 1.95, -1.38], [3.70, -2.80, -0.70], [3.54, -0.97, -0.92], [3.39, -2.11, -2.37], [2.13, -3.06, 1.17], [0.47, -2.43, 1.34], [1.86, -1.31, 1.33], [1.61, -4.53, -0.88], [1.14, -3.95, -2.51], [-0.08, -4.05, -1.23], [-2.65, -0.71, -4.98], [-1.91, 0.55, -3.97], [-3.54, -0.02, -3.57], [-4.02, -2.75, -2.51], [-3.92, -1.26, -1.52], [-3.05, -2.73, -1.03], [-2.69, -3.53, -4.17], [-1.10, -3.87, -3.41], [-1.15, -2.86, -4.85], [1.22, 0.83, -3.30], [2.19, 1.30, -2.38], [2.25, 2.66, -2.09], [1.34, 3.54, -2.69], [0.42, 3.07, -3.62], [0.40, 1.72, -3.98], [0.97, -1.60, -3.77], [-0.53, 1.96, -0.59], [2.85, 0.59, -1.88], [2.93, 3.05, -1.33], [1.33, 4.59, -2.38], [-0.33, 3.76, -4.02], [-0.22, 1.36, -4.80], [4.34, 2.68, 2.22], [4.03, 2.04, 0.88], [3.62, 0.66, 0.93], [3.45, 2.69, 2.86], [4.65, 3.71, 2.05], [5.15, 2.16, 2.74], [3.20, 2.55, 0.37], [4.91, 2.10, 0.21], [4.15, 0.23, 1.63]],
  "nbo_charge": [0.5241, 0.7765, 1.0551, 1.0706, 0.2124, -0.4694, -0.3034, 0.2336, -0.9361, -0.8961, -0.9345, -0.9584, -0.9527, -0.9379, -0.9552, -0.9312, -0.9474, 0.2210, 0.2279, 0.2863, 0.2517, 0.2679, 0.2287, 0.2569, 0.2780, 0.2951, 0.2612, 0.2411, 0.2904, 0.2760, 0.2590, 0.2861, 0.2542, 0.2732, 0.2958, 0.2466, 0.2516, 0.2948, 0.2259, 0.2863, 0.2928, 0.2552, 0.2605, 0.2942, 0.2579, 0.2660, -0.2358, -0.2730, -0.1396, -0.1224, -0.1785, -0.1793, 0.3249, 0.1394, 0.2518, 0.2648, 0.2683, 0.2718, 0.2502, -0.6472, -0.0542, -0.7810, 0.2149, 0.2477, 0.2334, 0.1379, 0.1824, 0.4918]
}

---

No. 4
{
  "formula": "C4H10S",
  "method": "wB97M-V/def2-TZVPD",
  "spin_multiplicity": 1,
  "fmax_ev_per_a": 1.82,
  "lumo_energy_ev": 1.0,
  "homo_lumo_gap_ev": 10.009,
  "e_homo_ev": -8.969,
  "molar_mass_g_mol": 90.19,
  "e_above_lowest_kcal_mol": 1.39,
  "smiles": "CCCCS",
  "species": ["C", "C", "C", "C", "S", "H", "H", "H", "H", "H", "H", "H", "H", "H", "H"],
  "positions_angstrom": [[0.50, 1.45, -1.62], [0.71, 0.22, -0.76], [-0.55, -0.10, 0.10], [-0.23, -1.11, 1.18], [-1.74, -1.38, 2.19], [1.44, 1.84, -2.03], [-0.10, 1.23, -2.51], [0.08, 2.29, -1.07], [1.53, 0.35, -0.08], [0.95, -0.64, -1.38], [-1.29, -0.46, -0.61], [-0.84, 0.80, 0.60], [0.59, -0.78, 1.82], [0.10, -2.08, 0.80], [-1.16, -1.63, 3.37]],
  "nbo_charge": [-0.6096, -0.3875, -0.4092, -0.4979, -0.0607, 0.2105, 0.2066, 0.2046, 0.1916, 0.1963, 0.2059, 0.2053, 0.2134, 0.2077, 0.1230]
}